1.
A structure of composition C23H42Cl3CoN4O3SSi, computed with the ωB97M-V functional and the def2-TZVPD basis.

Geometry (Å):
1 C -1.3677 -2.1048 -4.2016
2 C -0.9600 -2.8793 -2.9999
3 H -0.9258 -2.5388 -5.0944
4 H -1.0012 -1.0712 -4.1580
5 H -2.4635 -2.0935 -4.3033
6 C -0.4872 -4.1313 -3.0551
7 C -0.2208 -4.8352 -4.3317
8 H -0.3134 -4.6916 -2.1372
9 H -0.0364 -4.1523 -5.1627
10 H -1.0805 -5.4515 -4.5929
11 H 0.6404 -5.4922 -4.2630
12 Co -0.4209 0.5874 -0.9214
13 Cl -2.5472 0.9743 -0.4200
14 Cl 0.5611 2.7573 -1.3223
15 H 1.4257 4.5880 3.1957
16 H -1.1471 6.0451 2.4995
17 C 1.3576 4.4739 2.0979
18 C -0.7518 5.7061 1.5301
19 N -0.0309 4.4609 1.6551
20 H 1.8237 3.5169 1.8243
21 C -0.6564 3.2763 1.5508
22 O -0.0634 2.2170 1.7383
23 H -1.6042 5.5437 0.8666
24 H -1.7166 3.3310 1.2617
25 H 1.8829 5.3080 1.6148
26 H -0.0981 6.4753 1.1138
27 H 1.6579 -1.3053 -3.6894
28 H 2.3307 -3.5573 -2.5965
29 C 2.4505 -0.8140 -3.1177
30 C 3.1442 -2.9801 -2.1446
31 N 2.7687 -1.5975 -1.9496
32 H 2.1230 0.1794 -2.7972
33 C 3.1734 -0.9275 -0.8304
34 O 3.2831 0.2913 -0.7347
35 H 3.4016 -3.4325 -1.1796
36 H 3.3900 -1.6040 0.0209
37 H 3.3487 -0.7208 -3.7433
38 H 4.0107 -3.0633 -2.8175
39 O -0.0671 -1.1679 -1.6740
40 C -1.0573 -2.1240 -1.6689
41 C 0.2466 -3.6483 -0.0668
42 C -0.9403 -2.9896 -0.3963
43 H 1.1404 -3.4978 -0.6862
44 C 0.2839 -4.4998 1.0415
45 H -2.0524 -1.6348 -1.6393
46 C -2.0715 -3.1184 0.4125
47 H 1.2029 -5.0348 1.2781
48 C -0.8735 -4.6977 1.7991
49 C -2.0490 -3.9942 1.4931
50 H -2.9450 -2.5257 0.1559
51 H -0.8564 -5.4039 2.6376
52 H -2.9581 -4.1530 2.0693
53 Si -0.3254 3.0309 -3.3660
54 Cl -0.9937 1.0008 -3.3292
55 C 1.4147 3.2213 -4.1791
56 C -1.8032 3.9332 -2.4916
57 C -0.9951 3.6349 -5.1189
58 H 2.0685 2.3556 -3.9848
59 H 1.8654 4.1410 -3.7795
60 H 1.3877 3.3441 -5.2784
61 H -0.4079 3.2262 -5.9526
62 H -0.8851 4.7292 -5.1193
63 H -2.0512 3.3592 -5.2618
64 H -2.1544 3.4978 -1.5464
65 H -2.6769 3.9280 -3.1668
66 H -1.5337 4.9851 -2.3088
67 S 0.4356 -0.7970 0.9240
68 C -0.0460 -0.4452 2.5326
69 N 0.7946 -0.3792 3.5858
70 C 0.1715 0.2229 4.7634
71 C -1.2616 0.4677 4.2808
72 N -1.2825 -0.1339 2.9621
73 H 1.7842 -0.5854 3.4885
74 H 0.7102 1.1431 5.0296
75 H 0.2147 -0.4787 5.6064
76 H -1.4768 1.5341 4.2254
77 H -1.9785 0.0022 4.9537
78 H -2.0416 0.0541 2.2933

Force components x, y, z for each atom (eV/Å):
0.307 0.422 -0.275
0.196 -0.769 1.158
-0.272 0.006 -0.213
-0.288 -0.548 0.079
0.249 0.057 -0.005
-0.193 0.678 0.105
-0.045 -0.358 -0.435
0.041 0.192 -0.212
-0.016 -0.128 0.070
-0.060 -0.224 -0.243
0.180 -0.205 0.077
0.519 -0.678 0.249
-1.028 0.146 0.667
1.094 -0.244 1.023
-0.009 0.030 -0.311
0.172 0.112 -0.112
-0.039 -0.062 0.009
-0.260 -0.212 0.156
0.351 0.393 0.227
-0.180 0.398 0.009
0.795 -0.887 0.005
-0.808 0.620 0.264
0.104 0.147 -0.042
0.042 -0.052 -0.101
-0.101 -0.227 0.114
-0.124 -0.061 -0.027
0.039 0.113 0.171
-0.077 0.150 0.091
-0.004 -0.024 -0.251
-0.083 0.021 0.020
0.616 0.272 0.624
0.033 -0.270 -0.149
0.075 0.439 -0.224
-0.162 -0.995 -0.059
-0.027 0.088 -0.179
0.005 0.080 -0.208
-0.059 0.138 -0.083
-0.002 0.035 0.109
0.530 0.368 -0.421
-0.075 0.067 0.326
-0.050 -0.383 0.161
-0.623 -0.117 -0.868
-0.550 0.012 0.356
-0.294 0.208 -0.423
-0.014 -0.249 0.049
0.563 -0.458 -0.180
-0.177 0.096 0.050
-0.165 0.052 0.194
0.309 -0.142 0.034
-0.027 -0.169 0.098
-0.046 0.297 -0.293
0.202 0.034 0.078
-1.579 0.621 -2.395
0.099 0.776 -0.818
0.686 -0.103 0.445
-0.050 0.275 0.014
-0.684 -0.741 0.023
-0.012 0.422 0.324
0.282 -0.274 0.101
-0.217 -0.075 0.723
-0.342 0.121 0.122
-0.107 -0.072 -0.097
0.130 0.331 -0.117
0.436 -0.026 -0.172
0.434 0.067 0.094
-0.067 -0.063 0.008
-0.065 0.294 1.972
0.473 0.378 -1.110
0.166 -0.162 0.049
0.788 -0.413 -0.045
-0.108 0.141 0.108
-0.531 -0.066 -0.553
-0.582 0.292 -0.090
-0.289 -0.159 0.037
-0.072 0.222 -0.032
-0.042 0.096 -0.059
-0.154 -0.043 -0.015
0.841 -0.044 0.225

F_max in eV/A: 2.9
LUMO energy (spin up / spin down) in eV: 2.376 / 2.375
HOMO-LUMO gap (spin up / spin down) in eV: 7.08 / 7.18
Total charge: -1
E_tot in eV: -130547.6254
2S+1: 4
<S²>: 3.758

These are the Löwdin partial charges, in e, on atoms 1 to 5: C -0.070; C -0.223; H 0.055; H -0.024; H 0.098



2.
A structure of composition C23H42CoN6O4Sb, computed with the ωB97M-V functional and the def2-TZVPD basis.

Geometry (Å):
1 Co -1.5427 -0.5334 1.3810
2 C -4.6218 -1.8194 4.5863
3 N -4.0060 -0.5061 4.6216
4 C -4.1508 0.2039 5.8798
5 C -3.2464 -0.0795 3.6044
6 N -3.2041 -0.6410 2.4243
7 N -2.5004 1.0633 3.8573
8 C -1.6741 1.7760 3.0327
9 N -1.1634 2.8916 3.5783
10 N -1.4140 1.4202 1.8103
11 H -4.6650 -2.2103 5.6005
12 H -4.0233 -2.5100 3.9945
13 H -5.6359 -1.7764 4.1854
14 H -5.0957 -0.0846 6.3343
15 H -4.1858 1.2835 5.7442
16 H -3.3481 -0.0645 6.5724
17 H -3.8734 -1.3962 2.3110
18 H -2.5088 1.3720 4.8199
19 H -1.4019 3.2169 4.4994
20 H -0.4915 3.4379 3.0694
21 H -0.8380 2.1046 1.3270
22 C -1.3712 3.7280 -3.6270
23 C -0.8246 2.4784 -4.2786
24 C 0.3566 2.7663 -5.1709
25 C -1.9127 1.7022 -4.9852
26 Sb -0.0892 1.0622 -2.5296
27 C 0.2338 -1.1369 -3.3092
28 C 0.8972 -1.0556 -4.6620
29 C 1.0933 -1.8582 -2.3004
30 C -1.1627 -1.7146 -3.3716
31 C 1.7260 1.9474 -1.3588
32 C 2.9400 1.9679 -2.2590
33 C 1.9315 1.0497 -0.1555
34 C 1.3188 3.3488 -0.9448
35 H -1.8187 4.3556 -4.3979
36 H -0.5905 4.3143 -3.1484
37 H -2.1483 3.4972 -2.8991
38 H 0.0117 3.3352 -6.0360
39 H 0.8235 1.8583 -5.5460
40 H 1.1038 3.3745 -4.6665
41 H -2.3947 2.3503 -5.7174
42 H -2.6844 1.3702 -4.2907
43 H -1.5154 0.8459 -5.5258
44 H 1.8963 -0.6267 -4.5961
45 H 0.3044 -0.4923 -5.3792
46 H 1.0004 -2.0683 -5.0563
47 H 2.1086 -1.4643 -2.2894
48 H 1.1551 -2.9095 -2.5846
49 H 0.6574 -1.8145 -1.3040
50 H -1.7969 -1.1749 -4.0732
51 H -1.6288 -1.7134 -2.3863
52 H -1.1051 -2.7495 -3.7083
53 H 3.2683 0.9629 -2.5158
54 H 3.7568 2.4618 -1.7300
55 H 2.7620 2.5275 -3.1749
56 H 2.3068 0.0750 -0.4506
57 H 1.0073 0.9020 0.4071
58 H 2.6684 1.4984 0.5093
59 H 1.2601 4.0138 -1.8031
60 H 2.0740 3.7517 -0.2713
61 H 0.3583 3.3615 -0.4270
62 O -0.2658 -1.4006 2.8050
63 C 0.4242 -1.8468 1.8516
64 O 0.0021 -1.5828 0.6778
65 C 1.6730 -2.5866 2.1108
66 C 2.6542 -2.7304 1.1277
67 C 3.8461 -3.3582 1.4317
68 C 4.0357 -3.8676 2.7094
69 C 3.0645 -3.7455 3.6936
70 C 1.8836 -3.0958 3.3954
71 N 5.2924 -4.5450 3.0275
72 O 5.3738 -5.0541 4.1165
73 O 6.1448 -4.5345 2.1737
74 H 2.4793 -2.3375 0.1397
75 H 4.6351 -3.4623 0.7032
76 H 3.2568 -4.1544 4.6737
77 H 1.1142 -2.9747 4.1433

Force components x, y, z for each atom (eV/Å):
0.111 -0.221 -0.349
-0.155 -0.349 -0.187
0.261 0.189 -0.185
0.068 0.148 0.332
-0.437 -0.098 -0.089
-0.127 -0.327 0.074
0.039 -0.162 0.614
0.214 0.414 -0.460
-0.034 0.153 0.240
0.206 -0.019 0.025
0.003 0.005 -0.033
0.005 -0.021 0.033
-0.001 -0.007 -0.008
0.014 0.044 -0.043
-0.083 0.010 -0.023
-0.016 0.063 0.033
0.062 0.238 0.108
0.070 -0.119 -0.203
-0.059 -0.007 -0.027
0.018 -0.020 0.003
-0.132 -0.139 0.129
0.032 -0.044 0.259
0.094 -0.414 0.639
0.247 -0.125 0.130
-0.016 -0.254 0.150
0.854 0.106 -0.840
-0.089 0.552 0.275
-0.008 0.334 -0.064
-0.051 0.215 0.187
-0.129 0.204 0.064
-0.698 -0.259 -0.247
-0.141 -0.124 -0.239
-0.229 -0.113 -0.090
-0.194 -0.086 -0.187
-0.048 0.052 -0.129
0.022 0.044 0.085
-0.063 0.069 0.024
-0.107 0.066 -0.086
0.075 -0.039 -0.077
0.117 0.037 0.020
0.004 0.127 -0.084
-0.084 -0.042 -0.053
-0.035 -0.106 -0.014
0.055 0.037 -0.073
0.009 0.032 -0.109
0.006 -0.129 0.011
0.099 0.022 0.061
0.000 -0.129 -0.126
0.150 -0.059 -0.018
-0.088 -0.007 -0.007
-0.096 -0.056 0.000
0.057 -0.132 -0.052
0.071 -0.068 -0.059
0.104 0.027 0.083
0.050 0.049 -0.078
-0.009 -0.168 0.037
0.082 -0.013 0.085
0.131 0.115 0.081
-0.068 0.112 -0.027
0.132 0.046 0.098
-0.046 0.081 0.046
0.185 -0.050 0.349
-0.227 0.316 0.926
-0.232 0.093 -0.883
0.301 -0.203 0.090
-0.320 0.044 0.301
0.248 -0.176 0.121
-0.932 0.521 -0.248
0.301 -0.170 -0.001
-0.047 0.149 -0.310
-0.064 0.079 -0.039
0.168 -0.240 0.391
0.400 -0.081 -0.238
-0.005 0.030 -0.138
0.015 -0.031 -0.043
-0.022 -0.023 0.027
0.013 0.007 0.034

F_max in eV/A: 1.2
LUMO energy (spin up / spin down) in eV: -4.974 / -8.031
HOMO-LUMO gap (spin up / spin down) in eV: 9.25 / 6.19
Total charge: +2
E_tot in eV: -85811.6359
2S+1: 5
<S²>: 6.010

These are the Löwdin partial charges, in e, on atoms 1 to 5: Co 0.827; C -0.014; N -0.131; C -0.021; C -0.377



3.
A structure of composition C23H42DyN7OPSi3, computed with the ωB97M-V functional and the def2-TZVPD basis.

Geometry (Å):
1 Dy -0.0052 0.1171 -0.1317
2 C -5.3492 1.6990 0.5498
3 N -4.0182 1.4787 1.0867
4 C -3.4083 2.2479 2.0341
5 C -2.1544 1.7344 2.1924
6 N -1.9936 0.6663 1.3564
7 C -3.1361 0.5354 0.6863
8 P -3.6479 -0.8423 -0.4163
9 C -2.6423 -2.1083 0.4260
10 N -1.3494 -2.0060 0.6965
11 C -0.9941 -3.1802 1.2929
12 C -2.0826 -3.9984 1.3837
13 N -3.1221 -3.3100 0.8265
14 C -4.4874 -3.7936 0.7082
15 C -2.5834 -0.7844 -1.9113
16 N -1.2984 -1.1191 -1.9921
17 C -0.9914 -1.1464 -3.3243
18 C -2.1039 -0.8368 -4.0508
19 N -3.1020 -0.6154 -3.1476
20 C -4.4483 -0.1786 -3.4682
21 H -5.8295 2.5043 1.0975
22 H -5.9556 0.8008 0.6530
23 H -5.2857 1.9811 -0.5003
24 H -3.9088 3.0780 2.5011
25 H -1.3708 2.0490 2.8620
26 H 0.0099 -3.3634 1.6283
27 H -2.1957 -4.9926 1.7797
28 H -4.5567 -4.7667 1.1852
29 H -4.7735 -3.8953 -0.3373
30 H -5.1786 -3.1153 1.2048
31 H -0.0028 -1.4062 -3.6639
32 H -2.2553 -0.7513 -5.1128
33 H -4.5283 -0.0591 -4.5446
34 H -4.6516 0.7809 -2.9948
35 H -5.1853 -0.9104 -3.1399
36 C 1.9077 3.2482 -1.1932
37 O 1.7547 1.9867 -0.5538
38 Si 2.7752 1.4336 0.6896
39 C 2.1739 2.4389 2.1761
40 C 4.5565 1.9027 0.3115
41 C 2.2446 -0.3508 0.7028
42 Si 2.8488 -1.3110 -0.7918
43 C 1.7861 -2.8742 -1.0198
44 C 2.5129 -0.3069 -2.3816
45 C 4.6657 -1.8089 -0.8074
46 Si 2.5246 -1.1327 2.3827
47 C 2.8020 -3.0054 2.3713
48 C 0.9910 -0.7375 3.4488
49 C 4.0641 -0.4633 3.2512
50 H 1.9333 4.0604 -0.4627
51 H 1.0570 3.4050 -1.8540
52 H 2.8267 3.2685 -1.7825
53 H 2.3691 3.4996 2.0037
54 H 2.6671 2.1618 3.1087
55 H 1.0948 2.3194 2.3120
56 H 4.7170 2.9797 0.3848
57 H 4.8466 1.5875 -0.6940
58 H 5.2316 1.4161 1.0190
59 H 0.7132 -2.6534 -1.0427
60 H 1.9646 -3.5938 -0.2184
61 H 2.0394 -3.3675 -1.9608
62 H 1.4782 0.0582 -2.4346
63 H 2.7011 -0.9069 -3.2735
64 H 3.1578 0.5721 -2.4341
65 H 4.9114 -2.4313 0.0564
66 H 5.3151 -0.9310 -0.7763
67 H 4.9131 -2.3778 -1.7054
68 H 1.9489 -3.5928 2.0362
69 H 3.0401 -3.3289 3.3868
70 H 3.6503 -3.2708 1.7355
71 H 0.0771 -0.6517 2.8511
72 H 1.1352 0.2093 3.9751
73 H 0.8141 -1.5062 4.2040
74 H 4.9578 -0.7084 2.6706
75 H 4.1837 -0.9044 4.2422
76 H 4.0370 0.6216 3.3728
77 N -2.3181 2.1222 -1.6622
78 C -1.2668 1.7849 -1.3088

Force components x, y, z for each atom (eV/Å):
-0.288 -0.732 0.330
-0.230 -0.017 -0.147
0.108 -0.066 -0.051
0.110 0.062 0.016
0.034 0.081 0.008
0.355 0.075 -0.341
-0.110 -0.148 0.108
0.437 -0.057 0.140
-0.141 0.037 -0.054
0.183 0.063 -0.041
0.062 -0.028 0.090
0.116 -0.008 -0.023
0.066 0.036 0.063
-0.190 -0.005 -0.039
-0.123 -0.229 0.031
0.201 0.374 0.186
0.009 0.028 0.009
0.215 0.033 -0.044
0.067 0.008 0.116
-0.267 0.075 -0.007
0.075 0.014 0.051
0.028 0.002 -0.006
0.046 0.011 0.020
0.008 -0.021 0.010
-0.036 0.050 -0.012
0.013 -0.017 0.004
-0.032 0.027 0.008
0.047 -0.003 0.004
0.029 0.004 0.002
0.024 0.011 -0.002
-0.029 0.052 -0.065
-0.056 -0.007 0.025
0.025 -0.009 0.002
0.085 0.016 -0.019
0.053 -0.024 0.005
-0.188 0.131 -0.094
-0.345 -0.427 0.089
-0.023 -0.244 0.260
0.214 -0.250 -0.166
-0.289 -0.178 -0.071
0.305 0.341 -0.157
0.032 -0.165 -0.080
0.257 0.239 0.148
0.083 -0.059 0.416
-0.191 0.109 0.149
-0.243 0.019 0.047
-0.049 0.211 -0.125
0.336 -0.082 -0.058
-0.145 0.055 -0.192
0.014 -0.031 0.015
-0.002 -0.020 0.014
0.003 -0.036 0.032
-0.015 0.022 -0.006
-0.086 0.062 -0.007
-0.012 -0.004 0.041
-0.038 0.023 0.016
0.016 -0.019 0.020
-0.022 0.000 0.002
-0.040 -0.074 -0.021
-0.068 0.028 -0.015
-0.016 0.035 -0.045
0.041 0.080 -0.227
-0.064 -0.092 0.025
-0.082 0.051 -0.003
0.011 0.030 -0.033
-0.013 -0.007 0.004
-0.042 -0.002 -0.039
-0.009 -0.028 -0.009
0.008 0.029 0.025
-0.020 -0.016 0.048
-0.036 -0.056 0.027
-0.040 0.017 -0.011
-0.019 0.011 0.030
-0.004 -0.015 0.011
-0.037 -0.028 0.023
0.071 -0.077 0.037
0.078 0.205 -0.084
-0.224 0.522 -0.412

F_max in eV/A: 0.9
LUMO energy (spin up / spin down) in eV: -2.431 / -2.387
HOMO-LUMO gap (spin up / spin down) in eV: 8.30 / 8.29
Total charge: +1
E_tot in eV: -94016.7842
2S+1: 6
<S²>: 9.339

These are the Löwdin partial charges, in e, on atoms 1 to 5: Dy 1.524; C -0.018; N -0.113; C -0.026; C -0.104